*i*
# C3H12N4O

A 2-piece molecular cluster, C3H12N4O overall (ωB97M-V/def2-TZVPD, the OMol25 dataset).

Values from the calculation:
2S+1: 1
HOMO (eV): -6.3
Lowest unoccupied orbital energy (eV): 0.359

Atoms and positions in Å:
O (-1.019, 3.075, 0.308)
N (0.637, -1.087, -1.898)
N (0.536, -1.920, 0.233)
N (-1.689, 0.910, -0.349)
N (0.427, -0.809, -0.513)
C (-0.071, -1.746, 1.513)
C (-1.316, 1.779, 0.504)
C (1.450, 0.437, -0.143)
H (1.478, -1.655, -1.973)
H (-0.534, -0.292, -0.438)
H (1.306, 0.841, 0.855)
H (1.373, 1.167, -0.945)
H (-1.153, 1.481, 1.530)
H (-1.805, 1.270, -1.295)
H (-1.119, -1.404, 1.433)
H (-0.041, -2.705, 2.022)
H (-1.196, 3.343, -0.606)
H (0.464, -1.003, 2.137)
H (-0.153, -1.640, -2.220)
H (2.426, -0.044, -0.154)


*ii*
# C3H12N4O

A 2-piece molecular cluster, C3H12N4O overall (ωB97M-V/def2-TZVPD, the OMol25 dataset).

Values from the calculation:
SMILES: CN(C)C(N)=O.NN
2S+1: 1
HOMO (eV): -7.2
Lowest unoccupied orbital energy (eV): 0.911

Atoms and positions in Å:
O (0.651, 1.563, -1.260)
N (1.722, -0.808, 0.169)
N (2.163, -0.577, 1.518)
N (-0.765, -0.162, -0.446)
N (0.096, 1.597, 0.962)
C (0.069, 1.074, -0.308)
C (-1.966, -0.253, 0.400)
C (-1.055, -0.486, -1.850)
H (2.270, -0.281, -0.520)
H (-0.135, -0.455, -2.433)
H (-1.479, -1.491, -1.896)
H (2.988, 0.025, 1.547)
H (-2.760, 0.386, 0.006)
H (-1.760, 0.230, -2.275)
H (0.349, 0.908, 1.670)
H (0.753, 2.367, 0.998)
H (-1.777, 0.075, 1.420)
H (0.493, -0.974, -0.064)
H (2.459, -1.450, 1.957)
H (-2.315, -1.288, 0.404)


The structure with the most favorable energy is *ii*; the runner-up is 229.6 kJ/mol above it.